The following is a DFT calculation (ωB97M-V/def2-TZVPD) of C25H29AsN6O2S6Tb as an isolated structure.

```
70
Properties=species:S:1:pos:R:3:forces:R:3
Tb -0.6612 0.4641 0.1218 1.523 0.576 0.576
N -3.6064 -2.8376 1.2446 0.082 0.313 0.114
C -2.9248 -1.6414 1.2194 0.022 0.117 0.321
N -1.6831 -1.5254 0.8619 -0.240 -0.816 0.497
C -1.0356 -2.6082 0.2679 1.128 0.734 -0.147
N 0.1783 -2.5080 -0.2004 -0.606 -1.264 0.499
N 0.8826 -1.3900 0.0078 -0.383 0.180 0.389
C 1.8544 -1.1218 -0.8733 0.287 -0.134 0.047
C 1.9929 -1.6413 -2.1841 0.257 0.038 0.136
C 2.8734 -1.0106 -3.1049 0.160 -0.057 -0.007
C 2.8641 -1.3947 -4.4204 0.085 0.056 -0.008
C 2.0147 -2.4285 -4.8236 0.021 -0.092 -0.151
C 1.2625 -3.0541 -3.8367 0.113 0.000 -0.470
N 1.2456 -2.7003 -2.5756 -0.135 -0.139 0.043
C -1.7258 -3.8712 0.1652 -0.286 -0.392 -0.180
C -1.1284 -4.9935 -0.4101 -0.324 0.138 0.089
C -1.8297 -6.1827 -0.4980 0.163 -0.187 -0.021
C -3.1280 -6.2671 -0.0197 -0.250 0.118 0.053
C -3.7467 -5.1478 0.5311 0.069 -0.227 -0.113
C -3.0514 -3.9541 0.6306 0.447 -0.221 -0.120
H -4.6131 -2.7661 1.2807 0.166 0.010 -0.036
H -3.3786 -0.8373 1.7881 0.037 -0.082 -0.244
H 2.5489 -0.3478 -0.5480 -0.185 -0.053 -0.112
H 3.5199 -0.2162 -2.7530 0.033 -0.009 -0.041
H 3.5063 -0.9030 -5.1449 -0.001 0.029 0.037
H 1.9548 -2.7405 -5.8563 0.000 -0.059 -0.055
H 0.6382 -3.9073 -4.0898 -0.068 -0.016 -0.078
H -0.1262 -4.8829 -0.7940 0.110 0.038 -0.034
H -1.3568 -7.0521 -0.9407 -0.030 -0.001 0.004
H -3.6697 -7.2037 -0.0764 -0.033 0.014 -0.041
H -4.7717 -5.1976 0.8741 -0.070 -0.030 0.078
O -1.0831 0.8566 2.3140 -0.675 -0.557 0.633
N -1.0559 2.1489 2.4970 0.137 0.934 0.484
C -2.1734 2.7831 2.8671 -0.555 0.247 0.137
C -2.2023 4.1410 3.0794 -0.035 -0.185 0.056
C -1.0324 4.8715 2.8822 0.084 -0.113 -0.007
C 0.1118 4.2161 2.4969 -0.413 0.355 0.075
C 0.1118 2.8313 2.2843 0.578 -0.338 0.086
S 1.4672 1.9353 1.8236 0.680 -0.138 0.128
H -3.0400 2.1439 2.9542 0.071 0.008 -0.029
H -3.1288 4.6123 3.3694 -0.045 -0.016 -0.035
H -1.0320 5.9425 3.0231 0.035 0.108 0.012
H 1.0338 4.7499 2.3265 0.061 -0.056 -0.026
S -4.2783 -0.5459 -0.7432 -0.110 -0.176 0.101
As -2.9681 0.8745 -1.7001 -1.833 0.360 -1.200
S -2.4419 2.4345 -0.2387 -0.359 0.081 -0.163
S -1.1484 -0.1064 -2.4290 -0.314 -0.333 -0.189
S -4.0963 1.6988 -3.2855 0.187 0.357 -0.380
C 4.9042 2.0103 -0.7111 0.041 0.006 -0.217
C 4.2757 2.7779 -1.8715 -0.014 -0.009 0.091
C 2.8476 3.1853 -1.5456 -0.249 -0.378 -0.293
S 1.6554 1.8141 -1.9555 0.946 1.243 -1.003
O 0.5705 2.0556 -0.9722 -0.289 0.546 0.161
C 1.0347 2.4724 -3.5689 -0.111 -0.459 0.298
C -0.0896 3.4807 -3.4338 -0.073 0.062 0.244
C 0.3473 4.8792 -3.0120 -0.129 -0.099 -0.063
H 5.7337 1.3895 -1.0441 0.099 -0.061 0.029
H 4.1623 1.3724 -0.2358 -0.010 -0.141 0.076
H 5.2747 2.7059 0.0399 -0.038 -0.002 0.134
H 4.2716 2.1659 -2.7788 0.105 0.038 -0.056
H 4.8683 3.6737 -2.0835 -0.008 -0.085 -0.108
H 2.5421 4.0742 -2.0826 -0.080 0.082 -0.009
H 2.6990 3.3293 -0.4762 -0.072 0.009 0.080
H 0.6593 1.5793 -4.0702 0.073 -0.002 -0.009
H 1.9001 2.8617 -4.1056 0.179 -0.004 -0.042
H -0.8091 3.1041 -2.6995 -0.051 -0.043 -0.155
H -0.6183 3.5252 -4.3890 0.038 -0.090 0.014
H 0.5116 4.9181 -1.9380 0.063 0.073 0.114
H -0.4336 5.5957 -3.2560 -0.081 0.108 0.051
H 1.2601 5.1897 -3.5256 0.074 0.085 -0.046
```
Positions in Å, forces in eV/Å.

Results
Frontier orbital gap (spin up / spin down): 0.15148 / 0.19237 Ha
Charge: -2
ΔE to the lowest compared entry with this formula, charge and spin: 97.54 kcal/mol
⟨S²⟩: 16.392
HOMO (spin up / spin down): -0.002 / -0.043 Eh
Multiplicity: 8